Record 1
{"formula": "C3H7NO2S", "method": "the ωB97M-V functional and the def2-TZVPD basis", "elements": ["O", "C", "O", "C", "C", "S", "N", "H", "H", "H", "H", "H", "H", "H"], "coordinates": [[0.306, -1.670, -1.341], [-0.357, -1.557, -0.129], [-0.831, -2.521, 0.420], [-1.282, -0.182, -0.278], [-0.372, -0.190, 0.952], [0.475, 1.284, 1.239], [-0.923, 0.775, -1.202], [0.213, -2.621, -1.483], [-2.308, -0.484, -0.125], [-0.656, -0.614, 1.908], [3.122, 3.021, 1.161], [3.634, 2.829, 1.671], [-0.456, 1.553, -0.744], [-0.564, 0.377, -2.051]], "lowdin_charge": [0.093, -0.529, 0.131, -0.289, -0.579, 0.639, 0.064, 0.126, 0.160, 0.080, -0.006, 0.018, -0.007, 0.099], "de_lowest_kcal_mol": 119.4, "e_tot_ev": -19640.4244}

Record 2
{"formula": "C25H34BBrF2O9S", "method": "the ωB97M-V functional and the def2-TZVPD basis", "elements": ["O", "C", "O", "C", "C", "C", "C", "Br", "C", "S", "O", "O", "C", "C", "O", "C", "O", "C", "C", "O", "C", "C", "B", "O", "O", "H", "H", "H", "H", "H", "H", "H", "H", "H", "H", "H", "H", "H", "H", "H", "H", "H", "H", "H", "H", "H", "H", "H", "H", "F", "C", "C", "C", "C", "C", "C", "H", "H", "H", "H", "H", "F", "C", "C", "C", "C", "C", "C", "H", "H", "H", "H", "H"], "coordinates": [[-1.033, 3.161, 2.592], [-0.269, 2.274, 2.371], [0.529, 1.739, 3.341], [1.422, 0.762, 2.750], [0.853, -0.674, 2.911], [-0.635, -0.828, 3.279], [-0.922, -0.588, 4.767], [-2.250, 0.811, 5.026], [2.728, 0.907, 3.559], [3.968, -0.368, 3.344], [5.237, 0.232, 3.051], [3.851, -1.282, 4.456], [1.519, 1.297, 1.313], [2.304, 0.552, 0.260], [3.675, 0.840, 0.424], [4.394, 1.011, -0.777], [5.617, 1.598, -0.497], [5.509, 2.962, -0.118], [5.432, 3.902, -1.326], [4.492, 4.936, -1.023], [0.028, 1.600, 1.050], [-0.281, 2.452, -0.187], [-0.804, 1.613, -1.419], [-0.537, 0.242, -1.581], [-1.557, 2.247, -2.363], [1.013, -1.198, 1.963], [1.406, -1.191, 3.699], [-1.300, -0.257, 2.651], [-0.868, -1.878, 3.077], [-1.344, -1.465, 5.249], [-0.021, -0.301, 5.307], [3.231, 1.839, 3.299], [2.486, 0.875, 4.623], [3.537, -1.020, 2.238], [1.981, 2.289, 1.416], [2.117, -0.529, 0.274], [1.970, 0.916, -0.722], [4.618, 0.046, -1.246], [3.806, 1.645, -1.463], [6.397, 3.185, 0.474], [4.646, 3.150, 0.526], [5.125, 3.329, -2.205], [6.414, 4.352, -1.494], [4.182, 5.313, -1.853], [-0.465, 0.631, 0.965], [-1.017, 3.219, 0.062], [0.644, 2.953, -0.502], [0.318, 0.098, -2.000], [-1.865, 1.624, -3.033], [-2.079, -0.884, 0.848], [-3.412, -0.918, 0.593], [-4.270, -0.375, 1.529], [-5.631, -0.410, 1.260], [-6.100, -0.980, 0.083], [-5.209, -1.519, -0.837], [-3.845, -1.487, -0.585], [-3.883, 0.061, 2.445], [-6.325, 0.012, 1.974], [-7.162, -1.005, -0.117], [-5.577, -1.960, -1.748], [-3.127, -1.891, -1.286], [-4.419, -3.524, -2.950], [-3.606, -3.747, -4.007], [-2.819, -4.880, -4.013], [-1.987, -5.100, -5.101], [-1.950, -4.193, -6.151], [-2.751, -3.060, -6.117], [-3.593, -2.830, -5.038], [-2.861, -5.569, -3.181], [-1.366, -5.985, -5.127], [-1.298, -4.370, -6.996], [-2.724, -2.351, -6.933], [-4.232, -1.958, -4.992]], "lowdin_charge": [0.148, -0.442, 0.047, -0.395, -0.096, -0.258, -0.559, 0.678, -0.144, 0.690, -0.329, -0.351, -0.163, -0.149, -0.113, -0.244, -0.081, -0.168, -0.218, -0.070, -0.165, 0.001, -0.623, 0.121, 0.181, 0.120, 0.106, 0.050, 0.119, 0.053, 0.061, 0.117, 0.122, 0.077, 0.172, 0.135, 0.115, 0.149, 0.133, 0.132, 0.122, 0.116, 0.117, 0.084, 0.127, 0.122, 0.128, 0.098, 0.110, 0.026, -0.260, -0.006, -0.076, -0.088, -0.079, -0.010, 0.087, 0.107, 0.101, 0.089, 0.112, 0.043, -0.282, -0.014, -0.082, -0.096, -0.084, -0.017, 0.119, 0.105, 0.101, 0.105, 0.118], "de_lowest_kcal_mol": 0.0, "smiles": "O=C1O[C@](CCCBr)(C[SH](=O)=O)[C@@H](COCOCCO)[C@@H]1CB(O)O.Fc1ccccc1.Fc1ccccc1", "e_tot_ev": -131893.8953}

Record 3
{"formula": "C3H12N3O", "method": "the ωB97M-V functional and the def2-TZVPD basis", "elements": ["C", "C", "C", "N", "N", "N", "O", "H", "H", "H", "H", "H", "H", "H", "H", "H", "H", "H", "H"], "coordinates": [[-1.001, -0.927, 1.115], [1.416, 0.030, -0.518], [-0.735, -0.018, -0.127], [2.124, -1.041, -0.113], [-1.429, -0.226, -1.324], [-0.929, 1.526, 0.283], [1.638, 1.239, 0.157], [-0.944, -1.919, 0.779], [-0.452, -0.641, 1.942], [-2.065, -0.890, 1.225], [1.233, 0.099, -1.646], [2.511, -1.788, -0.683], [2.159, -1.248, 0.889], [-2.427, -0.540, -1.297], [-0.937, -0.855, -1.947], [-1.103, 1.757, 1.253], [0.044, 1.964, 0.024], [-1.663, 1.972, -0.132], [2.563, 1.506, 0.121]], "lowdin_charge": [-0.021, -0.290, -0.354, 0.109, 0.047, 0.206, -0.045, 0.069, 0.057, 0.077, 0.156, 0.123, 0.124, 0.121, 0.087, 0.147, 0.162, 0.098, 0.129], "de_lowest_kcal_mol": 87.9, "total_charge": 1, "e_tot_ev": -9815.0003}

Record 4
{"formula": "C3H4NO3", "method": "the ωB97M-V functional and the def2-TZVPD basis", "elements": ["C", "N", "C", "C", "O", "O", "O", "H", "H", "H", "H"], "coordinates": [[-1.707, -0.760, -0.022], [-0.626, -0.109, -0.452], [0.313, 0.624, 0.381], [1.756, 0.326, -0.130], [2.661, 0.616, 0.667], [1.813, -0.246, -1.242], [-2.249, -0.616, 1.071], [-2.136, -1.436, -0.772], [-0.122, -0.433, -1.277], [0.079, 1.692, 0.346], [0.217, 0.342, 1.429]], "lowdin_charge": [-0.406, 0.013, -0.115, -0.730, -0.067, -0.085, -0.047, 0.113, 0.106, 0.109, 0.109], "de_lowest_kcal_mol": 10.0, "total_charge": -1, "smiles": "O=CNCC(=O)[O-]", "e_tot_ev": -10810.7538}

no.,orbital gap (eV),highest occupied orbital energy (eV)
1,6.76,-8.76
2,9.29,-9.40
3,9.64,-12.45
4,8.50,-4.57